# 1
{
  "formula": "C13H15Cl3FN2O5P2",
  "method": "wB97M-V/def2-TZVPD",
  "largest_force_ev_per_a": 1.566,
  "charge": 1,
  "multiplicity": 1,
  "homo_lumo_gap_ev": 8.3,
  "homo_ev": -12.456,
  "e_lumo_ha": -0.152,
  "energy_ha": -3152.9276,
  "species": ["C", "C", "C", "C", "C", "N", "C", "P", "O", "Cl", "C", "P", "O", "Cl", "N", "Cl", "C", "C", "C", "H", "H", "H", "H", "H", "H", "H", "H", "H", "H", "H", "H", "C", "C", "O", "C", "O", "O", "F", "H", "H", "H"],
  "positions_angstrom": [[-0.408457, -5.600635, 0.419441], [0.337971, -4.720457, 0.118742], [1.174633, -3.589062, -0.245706], [0.278407, -2.325073, -0.241130], [1.112985, -1.069146, -0.022215], [0.702772, 0.166055, -0.722326], [1.634781, 1.189441, -0.877241], [3.385339, 1.299530, -0.315489], [4.040326, -0.170460, -0.578003], [3.097999, 1.292816, 1.741588], [1.029471, 2.238419, -1.531888], [1.488995, 3.970161, -2.087691], [1.221111, 3.821229, -3.687070], [3.514356, 4.154620, -2.000261], [-0.267771, 1.789136, -1.728509], [-1.400066, 2.800154, -2.476711], [-0.474285, 0.549814, -1.239286], [-1.702832, -0.224536, -1.250648], [-2.766352, 0.097265, -2.024988], [-1.274593, -6.147006, 0.697405], [2.028464, -3.496869, 0.419418], [1.480148, -3.762411, -1.275553], [-0.414885, -2.428428, 0.588569], [-0.262717, -2.330108, -1.175270], [2.111272, -1.289175, -0.386674], [1.242041, -0.815065, 1.026810], [4.027135, -0.695009, 0.236041], [1.899918, 3.235531, -4.058863], [-1.817842, -1.100945, -0.634623], [-3.189459, 1.083115, -2.097361], [-3.280909, -0.690874, -2.559014], [-1.385519, 2.019745, 2.339732], [-1.878171, 1.588417, 3.701996], [-2.766973, 0.526266, 3.377274], [-2.329401, -0.027912, 2.225328], [-2.662046, -1.081409, 1.797464], [-1.429910, 0.784441, 1.602927], [-2.563880, 2.570461, 4.318799], [-2.055003, 2.744910, 1.875563], [-0.376892, 2.426349, 2.358605], [-1.100162, 1.216705, 4.370819]],
  "forces_ev_per_a": [[-0.8, 0.2, 0.1], [0.5, 0.0, 0.1], [-0.7, 0.1, -0.4], [0.4, -0.2, 0.7], [0.1, -0.3, -0.4], [0.2, 0.3, 0.0], [0.1, 0.1, -0.1], [0.6, 0.6, -0.3], [-0.4, 0.1, 0.5], [-0.2, -0.2, -0.1], [0.9, -1.2, 0.1], [-1.0, 1.0, 0.1], [0.7, -0.4, 0.4], [-0.1, -0.4, 0.0], [-0.1, 0.9, -0.5], [0.0, -0.2, 0.2], [-0.6, 0.0, 1.4], [-0.3, 0.7, -0.8], [0.0, -0.2, 0.3], [0.2, -0.5, 0.0], [0.2, 0.0, 0.0], [0.6, 0.1, 0.0], [-0.4, 0.1, -0.1], [-0.1, 0.1, -0.1], [0.0, 0.2, -0.3], [-0.3, 0.0, 0.2], [0.2, -0.2, -0.2], [-0.2, 0.1, -0.5], [0.8, -0.7, -0.6], [0.6, 0.3, -1.0], [-0.8, -0.3, 1.0], [0.3, 0.1, -0.2], [-0.3, 0.2, 0.0], [0.4, -0.1, -0.1], [-0.2, -0.2, 0.0], [0.0, -0.1, -0.2], [0.1, 0.3, 0.3], [0.0, -0.1, 0.0], [-0.1, 0.0, 0.2], [0.1, -0.2, -0.1], [0.0, 0.0, 0.1]]
}


# 2
{
  "formula": "C27H28IN3O2Pd",
  "method": "wB97M-V/def2-TZVPD",
  "e_above_lowest_ev": 0.7321,
  "largest_force_ev_per_a": 3.688,
  "charge": -2,
  "multiplicity": 1,
  "homo_lumo_gap_ev": [4.0, 4.0],
  "homo_ev": [1.027, 1.036],
  "e_lumo_ha": [0.185, 0.185],
  "energy_ha": -1785.8996,
  "species": ["C", "C", "H", "H", "H", "H", "H", "H", "C", "C", "C", "C", "H", "H", "H", "H", "N", "C", "C", "N", "C", "C", "C", "H", "H", "C", "H", "H", "Pd", "I", "C", "C", "C", "C", "C", "C", "N", "C", "C", "C", "C", "C", "C", "C", "O", "O", "C", "C", "H", "H", "H", "H", "H", "H", "H", "H", "H", "H", "H", "H", "H", "H"],
  "positions_angstrom": [[1.900646, 2.812888, -0.283187], [2.632195, 1.382208, -0.086344], [2.337975, 3.144856, -1.225402], [2.139977, 3.442123, 0.563444], [0.810269, 2.988655, -0.491661], [2.698885, 0.769896, -0.978998], [3.651301, 1.771087, 0.017950], [2.579905, 0.851627, 0.880589], [-2.364792, 1.871619, -0.618293], [-3.665361, 1.593709, -1.049669], [-3.906469, 0.402745, -1.736787], [-2.858893, -0.486355, -1.927526], [-2.134939, 2.776037, -0.048369], [-4.449229, 2.319679, -0.842984], [-4.893235, 0.158363, -2.120166], [-2.976902, -1.432123, -2.448182], [-1.354166, 1.012676, -0.820837], [-1.590943, -0.191817, -1.405560], [-0.498016, -1.161458, -1.399587], [0.663912, -0.754400, -0.840305], [1.697810, -1.596315, -0.731357], [0.439410, -3.360251, -1.757871], [1.620350, -2.920274, -1.161152], [2.611897, -1.196023, -0.296951], [2.476093, -3.576750, -1.010968], [-0.620343, -2.473587, -1.884120], [-1.569099, -2.782443, -2.314596], [0.338421, -4.383173, -2.111912], [0.653829, 1.298071, -0.020868], [-0.233285, 2.559535, 2.306276], [3.044485, 1.011463, 3.678566], [2.589795, -0.390411, 3.382153], [3.326412, -1.166611, 2.483477], [2.953660, -2.478750, 2.188346], [1.835576, -3.023729, 2.797971], [1.050398, -2.238561, 3.650982], [-0.087406, -2.842807, 4.191375], [-1.367675, -2.315596, 4.264882], [-2.197265, -2.605854, 5.360504], [-3.349176, -1.852224, 5.554560], [-3.683499, -0.812931, 4.671134], [-2.911246, -0.597791, 3.526772], [-1.806504, -1.412346, 3.282460], [-1.053209, -1.369913, 1.964840], [-0.695613, -0.195616, 1.623764], [-0.864512, -2.458794, 1.370535], [1.439246, -0.919285, 3.987879], [0.669575, -0.082124, 4.954268], [2.279475, 1.744017, 3.369835], [3.233111, 1.166872, 4.750391], [3.974044, 1.238292, 3.142153], [4.215703, -0.726753, 2.025885], [3.525273, -3.072052, 1.475961], [1.504096, -4.041400, 2.579495], [0.021157, -3.789461, 4.540967], [-1.895909, -3.401017, 6.046519], [-3.980225, -2.052297, 6.420057], [-4.557775, -0.186953, 4.850190], [-3.131124, 0.191394, 2.805987], [0.119083, 0.703537, 4.405929], [-0.040895, -0.662061, 5.547288], [1.348645, 0.434858, 5.644569]],
  "forces_ev_per_a": [[1.6, 1.9, -1.1], [3.1, 0.8, 0.6], [0.4, 0.4, 0.1], [0.3, 0.3, 0.0], [-0.4, 0.9, -0.2], [0.1, -0.4, -0.2], [0.8, 0.2, -0.1], [-0.2, -0.5, -0.1], [-0.4, -0.8, -0.4], [0.4, 0.2, 0.2], [0.2, -0.1, -0.2], [0.3, 0.0, 0.2], [0.1, -0.2, -0.2], [0.0, -0.2, -0.1], [0.0, 0.1, 0.1], [-0.3, 0.2, 0.1], [-1.2, -0.5, -0.6], [-0.9, 1.1, 0.4], [1.3, -0.8, 0.1], [-0.3, -0.9, -0.5], [-0.8, -0.5, -0.5], [-0.2, 0.2, 0.0], [0.1, 0.4, 0.1], [-0.2, 0.0, 0.1], [-0.2, 0.0, -0.1], [0.0, 0.3, 0.0], [0.3, -0.2, 0.0], [0.0, 0.1, 0.1], [-3.2, -1.7, 0.5], [-0.4, 1.5, 1.2], [0.0, 0.3, 0.0], [0.2, -0.3, -0.2], [0.0, -0.1, 0.1], [0.1, 0.0, 0.3], [0.0, 0.2, -0.1], [0.7, 0.2, -0.2], [-0.3, -1.1, 0.9], [-0.5, 0.5, 0.1], [0.2, 0.2, -0.3], [-0.2, 0.2, -0.2], [0.1, -0.1, 0.0], [0.1, -0.4, 0.2], [0.1, -0.3, 0.2], [0.7, 1.7, -0.9], [-1.0, -2.8, 0.5], [-0.3, 0.2, 0.3], [0.0, -0.6, -0.4], [-0.3, 0.3, 0.2], [0.2, -0.2, 0.1], [-0.1, -0.1, -0.1], [-0.2, -0.1, 0.0], [-0.3, -0.1, 0.0], [0.0, 0.1, 0.1], [0.0, 0.4, -0.1], [0.0, 0.4, -0.3], [-0.1, 0.3, 0.0], [0.1, 0.0, -0.1], [0.2, -0.2, 0.1], [0.0, -0.2, 0.2], [0.1, -0.2, 0.2], [0.1, 0.0, -0.1], [-0.1, -0.1, -0.1]]
}


# 3
{
  "formula": "C5H26N2O6",
  "method": "wB97M-V/def2-TZVPD",
  "e_above_lowest_ev": 5.0114,
  "largest_force_ev_per_a": 10.167,
  "multiplicity": 1,
  "homo_lumo_gap_ev": 9.2,
  "homo_ev": -8.840,
  "e_lumo_ha": 0.013,
  "energy_ha": -766.8850,
  "smiles": "CCN[C@@H](C)CN.O.O.O.O.O.O",
  "species": ["C", "C", "N", "C", "C", "C", "N", "H", "H", "H", "H", "H", "H", "H", "H", "H", "H", "H", "H", "H", "H", "O", "H", "H", "O", "H", "H", "O", "H", "H", "O", "H", "H", "O", "H", "H", "O", "H", "H"],
  "positions_angstrom": [[0.415243, 0.999166, -3.297131], [0.026414, -0.189874, -2.394319], [1.115362, -0.255283, -1.297249], [0.995343, -1.588956, -0.550030], [1.170485, -2.805272, -1.371500], [1.891053, -1.309948, 0.659190], [1.393412, -0.313698, 1.703710], [-0.456056, 1.756061, -3.165432], [0.662617, 0.804524, -4.269291], [1.347001, 1.425152, -2.875251], [-1.003182, 0.083868, -1.845254], [0.055190, -1.151229, -2.957103], [2.009866, -0.146569, -1.715844], [-0.044753, -1.594739, -0.040636], [1.006208, -2.542104, -2.536785], [2.217240, -3.072322, -1.413446], [0.518048, -3.624321, -1.084460], [1.834865, -2.416584, 1.181459], [2.837562, -0.988893, 0.485611], [1.686478, 0.587436, 1.663332], [0.365828, -0.445844, 1.837840], [-3.102502, 3.295781, -0.985851], [-2.836098, 4.017226, -0.403592], [-2.227751, 3.082826, -1.598049], [-1.101753, -0.383362, 2.878326], [-0.791572, -0.465425, 3.725259], [-1.958094, -0.140345, 2.839328], [-1.809275, 2.549462, 2.929844], [-1.139294, 1.938123, 3.097102], [-1.485883, 3.175031, 2.239633], [0.687155, 2.111092, 0.113945], [0.326140, 1.296570, 0.329917], [1.475234, 1.988629, -0.301169], [1.251142, -2.190229, 3.619807], [0.573287, -2.692769, 3.525758], [1.768193, -2.046300, 2.703483], [-3.084726, 0.134294, -0.698609], [-2.605826, 0.673612, -0.015028], [-3.982601, 0.445210, -0.717512]],
  "forces_ev_per_a": [[-1.6, 1.7, 3.6], [0.5, 1.0, 1.6], [-3.6, -2.0, -0.5], [-1.3, 4.1, 1.2], [0.5, 0.3, -3.2], [-3.5, -2.6, 3.4], [-1.9, -5.2, -1.5], [1.8, -0.9, -0.8], [0.0, -0.7, -2.7], [-0.6, 0.3, -0.1], [2.3, -1.3, -1.4], [-0.8, 0.8, 0.4], [0.9, -0.4, -0.6], [1.2, 0.1, -1.2], [-0.1, -0.8, 2.8], [0.3, -0.6, 0.4], [0.2, -0.1, -0.1], [0.9, 2.3, -1.0], [3.1, 0.2, -1.1], [1.0, 2.9, -0.7], [1.5, 0.6, 0.1], [3.2, -1.0, -2.3], [0.2, 0.0, -0.2], [-3.4, 1.0, 2.6], [3.0, -0.9, -3.3], [1.1, -0.4, 3.3], [-4.5, 1.2, 0.2], [-1.7, 2.3, -1.2], [1.9, -1.4, 0.2], [-0.1, -0.9, 0.9], [-2.9, 4.2, 1.7], [-0.6, -2.6, 0.2], [3.1, -1.0, -1.9], [8.6, 5.3, -0.9], [-6.7, -5.3, -1.4], [-2.2, -0.3, 3.4], [1.5, 0.2, 0.9], [-1.0, -0.6, -1.0], [-0.5, 0.5, 0.1]]
}


# 4
{
  "formula": "CH2CsLiO3",
  "method": "wB97M-V/def2-TZVPD",
  "e_above_lowest_ev": 2.1395,
  "largest_force_ev_per_a": 3.701,
  "multiplicity": 1,
  "homo_lumo_gap_ev": 3.2,
  "homo_ev": -4.985,
  "e_lumo_ha": -0.066,
  "energy_ha": -292.6237,
  "species": ["O", "C", "O", "O", "Li", "H", "Cs", "H"],
  "positions_angstrom": [[0.289735, 2.685857, -0.313643], [-0.652265, 1.851159, 0.178665], [-1.809956, 1.983024, -0.259112], [-0.204777, 0.782792, 0.674769], [-2.657527, 0.249414, -0.220582], [0.857524, 2.978246, 0.409313], [0.975431, -1.984306, -1.220043], [-5.359555, 0.215669, 0.378917]],
  "forces_ev_per_a": [[0.4, 2.1, 0.4], [-0.3, -2.9, -2.3], [-0.3, 0.4, 0.4], [0.0, -0.6, 0.9], [-0.9, 1.0, 0.7], [0.2, -0.3, -0.1], [-0.2, 0.5, 0.4], [1.0, -0.3, -0.3]]
}


# 5
{
  "formula": "CH2P2S2",
  "method": "wB97M-V/def2-TZVPD",
  "e_above_lowest_ev": 0.8228,
  "largest_force_ev_per_a": 2.989,
  "multiplicity": 1,
  "homo_lumo_gap_ev": 7.4,
  "homo_ev": -8.931,
  "e_lumo_ha": -0.056,
  "energy_ha": -1518.3442,
  "smiles": "C=P#S#P=S",
  "species": ["C", "P", "S", "P", "S", "H", "H"],
  "positions_angstrom": [[0.968350, 0.196538, 0.763997], [0.664967, -1.372532, 0.422768], [-0.074831, -1.267964, -1.562790], [-1.131389, 0.616906, -1.136676], [-2.620706, 0.066306, -0.150213], [0.668552, 1.080878, 0.096670], [1.525057, 0.679868, 1.566245]],
  "forces_ev_per_a": [[0.1, 2.9, -0.9], [0.5, -0.5, 0.0], [-0.1, 0.3, 0.1], [0.2, -0.3, -0.9], [-1.1, 0.1, 0.5], [0.7, -1.4, 0.7], [-0.3, -0.9, 0.5]]
}


# 6
{
  "formula": "HN2O3P",
  "method": "wB97M-V/def2-TZVPD",
  "e_above_lowest_ev": 1.7718,
  "largest_force_ev_per_a": 4.145,
  "multiplicity": 1,
  "homo_lumo_gap_ev": [7.9, 8.0],
  "homo_ev": [-9.167, -9.633],
  "e_lumo_ha": [-0.046, -0.059],
  "energy_ha": -676.9506,
  "species": ["N", "N", "O", "O", "O", "P", "H"],
  "positions_angstrom": [[-1.806939, -0.046023, 0.613908], [1.041195, -0.267291, -0.590739], [1.735875, -1.228665, -0.271845], [-2.190235, -0.844578, 1.322503], [0.934704, 0.132212, -1.740152], [0.462970, 0.765424, 0.747488], [-0.177570, 1.488920, -0.081163]],
  "forces_ev_per_a": [[0.1, -0.2, 0.1], [1.5, -0.2, -0.7], [-0.7, 0.0, 0.1], [0.3, 0.1, -0.1], [-0.4, -0.2, 0.1], [1.1, -2.3, 3.0], [-1.8, 2.7, -2.6]]
}


Q: multiplicity of number 6 (HN2O3P)?
A: 1


Q: Which value of multiplicity does entry 1 give?
A: 1


Copy entry 5 word for word.
{
  "formula": "CH2P2S2",
  "method": "wB97M-V/def2-TZVPD",
  "e_above_lowest_ev": 0.8228,
  "largest_force_ev_per_a": 2.989,
  "multiplicity": 1,
  "homo_lumo_gap_ev": 7.4,
  "homo_ev": -8.931,
  "e_lumo_ha": -0.056,
  "energy_ha": -1518.3442,
  "smiles": "C=P#S#P=S",
  "species": ["C", "P", "S", "P", "S", "H", "H"],
  "positions_angstrom": [[0.968350, 0.196538, 0.763997], [0.664967, -1.372532, 0.422768], [-0.074831, -1.267964, -1.562790], [-1.131389, 0.616906, -1.136676], [-2.620706, 0.066306, -0.150213], [0.668552, 1.080878, 0.096670], [1.525057, 0.679868, 1.566245]],
  "forces_ev_per_a": [[0.1, 2.9, -0.9], [0.5, -0.5, 0.0], [-0.1, 0.3, 0.1], [0.2, -0.3, -0.9], [-1.1, 0.1, 0.5], [0.7, -1.4, 0.7], [-0.3, -0.9, 0.5]]
}


Q: What is the multiplicity in the second record?
A: 1